Below is C33H57InN3O4Si as an isolated structure in a non-equilibrium geometry, with properties calculated with wB97M-V/def2-TZVPD.

ORCA input file:
```
! wB97M-V def2-TZVPD RIJCOSX def2/J DEFGRID3
* xyz 1 1
In 0.25196 -1.15094 0.35741
Si 0.31032 2.69145 -4.28489
O -0.21910 -2.51029 2.29616
O 1.07039 -3.15569 -0.61231
O -1.77254 -2.14445 0.87471
O -2.54674 -2.54872 -6.54610
N -1.23511 1.30268 0.83387
N 1.75130 0.99493 1.25834
N -1.34573 -2.85468 1.84517
C -0.87570 2.55635 1.02703
C -5.01092 -0.12388 1.94731
C 4.96874 -0.77333 0.71579
C -2.50637 0.84983 1.19246
C -0.85739 -2.04663 -8.20782
C 1.65704 3.07264 -5.50639
C 3.41011 -3.76234 -0.97262
C -1.71374 -1.51015 -7.07404
C 4.11537 -1.33739 2.90339
C -4.75374 0.16483 0.60643
C -1.92495 3.64983 1.09533
C -2.77655 0.55775 2.55434
C -1.45285 3.24894 -4.54908
C -3.50839 0.64388 0.21057
C 5.06618 -1.50526 1.90088
C -3.25544 -2.06590 -5.39477
C 2.28720 -2.82492 -1.34858
C 3.91204 0.10469 0.50128
C 0.87410 3.19905 -2.57022
C 0.03905 -3.87661 -1.34127
C -3.23385 0.97567 -1.22226
C -1.71909 0.82008 3.57734
C 0.44178 3.01432 1.20858
C 0.13618 -3.96740 -2.85080
C 3.83193 0.86145 -0.79194
C 2.91364 0.24910 1.50651
C 3.04948 -0.46294 2.72938
C -3.98692 -3.19021 -4.68870
C 2.01261 -0.30226 3.79605
C 0.05929 0.84763 -4.22757
C 2.74692 3.05817 2.12352
C -4.03113 0.07660 2.91762
C 1.60462 2.27337 1.51132
H -2.91688 2.02162 -1.34582
H 4.31709 -3.57224 -1.54945
H -1.46291 -2.38992 -9.04752
H 1.71796 4.15761 -5.64070
H 3.17637 -4.81683 -1.14527
H 4.74615 1.45676 -0.94600
H 1.77880 2.64881 -2.27150
H 1.05234 -4.43570 -3.22387
H -1.54342 3.93920 -5.38856
H -0.69556 -4.57476 -3.21819
H -3.28400 -3.87004 -4.20137
H -0.52868 0.72468 -3.33915
H -2.55590 -1.60128 -4.66755
H -2.35096 3.69997 2.10701
H 2.41396 -0.69685 4.73987
H -0.88583 -3.33850 -1.10420
H -5.51498 0.02153 -0.16586
H 4.18765 -1.88441 3.84951
H 0.55494 4.09223 1.26483
H 2.55037 -1.77628 -1.12282
H -0.20459 -1.25404 -8.57865
H 1.01972 0.31496 -4.15693
H 0.07720 2.92615 -1.86062
H 2.12345 -2.86619 -2.42991
H -2.07469 2.36178 -4.73757
H -0.04366 -4.86920 -0.86804
H 1.09633 -0.86711 3.56292
H 1.75729 0.75462 3.96047
H -0.74789 0.41273 3.26264
H 5.88294 -2.21646 2.04765
H 2.99079 2.67072 3.12040
H 1.45598 2.60088 -6.48042
H -0.44804 0.46332 -5.12767
H -4.59915 -3.77539 -5.37833
H -4.63453 -2.77735 -3.91302
H 0.02371 -2.98068 -3.33117
H -4.14485 0.83909 -1.82075
H 2.45058 4.10302 2.23912
H 1.06702 4.26472 -2.50700
H -5.99076 -0.51133 2.24476
H 2.62788 2.69282 -5.14941
H -2.44560 0.33344 -1.64147
H 5.73172 -0.87893 -0.06219
H 3.64398 -3.63110 0.08581
H 3.65066 3.00608 1.50228
H -2.00946 0.36324 4.53107
H -4.21557 -0.13748 3.97717
H -1.45346 4.61306 0.88472
H 3.75993 0.17918 -1.65362
H -2.32467 -0.66581 -7.45466
H -0.20628 -2.86904 -7.90608
H -1.59601 1.89932 3.76453
H -1.02373 -1.14408 -6.28261
H -2.74721 3.49381 0.38770
H 2.97485 1.54087 -0.81783
H -3.98697 -1.28605 -5.68526
H -1.83344 3.71478 -3.63256
*
```

Properties
HOMO-LUMO gap (alpha / beta): 4.06 / 4.09 eV
HOMO (alpha / beta): -0.38441 / -0.38480 Eh
Relative energy (zero: lowest compared OMol25 entry of this formula, charge and spin): 274.69 kJ/mol
LUMO (alpha / beta): -6.401 / -6.381 eV

Here are the Mulliken charges for atoms 1 to 8, given in e: number 1, In, carries 1.30; number 2, Si, carries 0.36; number 3, O, carries -0.33; number 4, O, carries -0.41; number 5, O, carries -0.24; number 6, O, carries -0.39; number 7, N, carries 0.78; number 8, N, carries 0.48



Below is a 8-piece molecular cluster, C33H60BBr16NO9P overall in a non-equilibrium geometry, with properties calculated with wB97M-V/def2-TZVPD.

ORCA input file:
```
! wB97M-V def2-TZVPD RIJCOSX def2/J DEFGRID3
* xyz -1 1
Br -2.61760 2.33637 -1.18632
Br -0.51849 8.19402 0.86159
Br -3.10737 -5.70613 -4.27710
Br 4.47819 7.85128 3.60076
Br 8.35789 7.94298 4.14810
Br 1.09435 5.88066 3.24734
Br 9.42279 4.80846 2.50935
Br -6.53119 -1.51029 -3.67772
Br -0.23353 -1.09966 -7.07446
Br -1.80002 0.59539 -9.95848
Br -1.54088 -7.40118 -1.39308
Br 4.45349 4.16447 3.82777
Br -3.63303 5.07713 -7.22226
Br -3.15714 -0.80960 -5.00797
Br 1.47242 2.94940 1.48013
Br -1.68812 2.69818 -5.17222
P -0.36727 -2.43775 -1.96127
O -1.82475 -2.69268 -2.59867
O 2.71713 -6.39942 1.29889
O 0.41884 -1.91578 0.83628
O 0.41113 -1.26933 -2.99153
O 0.49670 -3.94157 -2.12352
O -0.86147 -0.39863 -0.32945
O -0.44951 -2.19933 3.73153
O 0.59821 -6.51779 2.61199
O -2.14866 -2.13222 5.48009
N 2.09417 0.19333 -0.88142
C -0.52417 4.55088 -0.42986
C 0.26110 -0.94491 4.01776
C 8.20608 6.09797 4.76277
C -3.11023 2.69141 2.55786
C -0.30789 -5.05076 0.79329
C -0.24142 -3.78979 5.95019
C -5.50259 -2.45849 -5.03703
C -0.12932 2.02526 0.61636
C -0.99429 -2.66780 5.01711
C -0.88203 -1.12328 -9.86724
C -0.45410 0.43525 0.84761
C -1.01471 7.74224 2.69311
C -1.72076 -4.38675 0.29420
C 4.97379 6.51443 2.26954
C 9.43438 5.29729 4.39767
C -0.97432 2.95612 -0.23497
C 2.25485 -0.37200 0.50989
C -0.15961 -5.23714 2.41597
C -3.34865 3.63515 -4.76036
C -1.85371 -2.76987 0.52924
C -4.03755 -2.51748 -4.67192
C -1.97185 1.71587 2.77494
C 0.20721 7.58793 3.56845
C -2.51901 -8.15338 -2.90383
C -1.83598 0.42964 1.72878
C -1.21166 -1.85187 -8.58521
C 2.01691 -6.07474 2.40268
C -4.24805 3.71196 -5.97209
C 1.32935 -0.46195 2.87872
C -2.18938 -7.42479 -4.18586
C 1.40881 -3.81254 5.75257
C 0.80680 -0.55174 1.32876
C 4.04217 5.32569 2.31542
B -0.66865 -1.86268 -0.16023
H 0.47975 4.51112 -1.04966
H -1.63064 8.57853 3.03477
H -0.40817 -3.48187 7.09055
H 7.28284 5.69489 4.33751
H 2.96957 0.26568 1.20728
H -3.07175 4.61525 -4.36236
H -4.30782 2.77273 -6.52889
H 0.18571 -0.92192 -9.99021
H -1.39840 5.11240 -0.96809
H 1.74002 0.58795 3.20708
H 1.65305 -3.80915 4.60510
H -2.01330 -2.59777 1.67565
H 2.54888 -5.36821 3.20134
H 9.44904 4.34626 4.93693
H 2.71990 -1.47022 0.49647
H -2.93372 3.76452 2.12091
H -0.50331 -0.08412 4.32088
H 1.90503 -4.76061 6.25196
H -0.89000 -2.89551 -8.64094
H 1.86561 -2.80909 6.20335
H -3.58096 -8.11879 -2.64550
H -2.83060 0.46978 1.06972
H -0.19704 -4.62506 -2.42724
H -2.87276 -2.44133 0.00143
H 10.37115 5.82974 4.58394
H 4.17517 4.69722 1.43066
H -0.07500 7.56747 4.62472
H -2.57877 -4.88896 0.95536
H 8.09995 6.16794 5.84886
H -5.69296 -1.95636 -5.98958
H 2.98809 5.60307 2.40322
H -1.17296 -5.21776 3.00772
H -2.27361 -1.81728 -8.32688
H -0.39632 5.05593 0.62757
H -5.25602 4.02347 -5.68499
H -3.86149 -2.76606 -3.62173
H 0.89454 -1.14344 5.00999
H 2.50159 -0.51686 -1.53476
H -1.97503 -0.54434 2.40508
H -1.12164 -7.22343 -4.30883
H -1.24329 -1.68431 -10.73340
H 4.89602 7.02862 1.30760
H 2.26064 -1.20519 2.95691
H 0.59996 -4.39012 2.77785
H -2.55063 -7.98582 -5.05202
H -0.24082 -1.06908 -3.72753
H -0.69275 -4.86309 5.77727
H 2.77377 1.01098 -0.91459
H -3.81850 3.04605 -3.96791
H -1.95416 -4.73244 -0.81819
H -1.63045 6.83993 2.64381
H -5.93276 -3.46318 -5.06895
H -2.19735 -9.19703 -2.95956
H 6.01972 6.25369 2.45320
H -3.51115 -3.23796 -5.30404
H 0.95487 8.37041 3.41217
H -0.26449 -6.14276 0.32455
H 0.65933 -4.50085 0.42033
H -1.26170 1.87753 3.69092
H -4.23169 2.37338 2.81056
*
```

Properties
HOMO-LUMO gap: 6.69 eV
HOMO: -0.18616 Eh
LUMO: 1.621 eV

Here are the Mulliken charges for atoms 1 to 8, given in e: number 1, Br, carries -0.16; number 2, Br, carries -0.14; number 3, Br, carries -0.05; number 4, Br, carries -0.15; number 5, Br, carries -0.13; number 6, Br, carries -0.06; number 7, Br, carries -0.15; number 8, Br, carries -0.19



Below is C33H60BCuN8SbSe4 as an isolated structure in a non-equilibrium geometry, with properties calculated with wB97M-V/def2-TZVPD.

ORCA input file:
```
! wB97M-V def2-TZVPD RIJCOSX def2/J DEFGRID3
* xyz -2 2
Sb 5.14548 4.60680 -1.21555
Se 2.94369 1.67181 -1.96471
Se 4.54286 6.66666 -2.46442
Se 2.73073 3.51804 -0.65351
Se 5.88232 5.29309 1.06710
Cu 1.05454 0.74472 -0.92955
N -0.51475 2.20955 -1.13646
N -1.39398 -0.45506 -0.17451
N 1.80486 -1.57813 -0.47725
N 1.15548 0.86505 1.15071
N 2.21156 -3.89190 -0.56573
N -0.70658 -0.48521 -1.33337
N -1.38252 2.06284 -0.10957
N -0.08956 0.77282 1.67525
C -1.16733 -3.14760 -3.94388
C -1.13970 -1.52702 -2.03345
C -2.11720 -2.21291 -1.28845
C 1.08225 -4.19559 0.29659
C -3.22118 4.56348 1.63625
C -2.24940 -1.50289 -0.10739
C 2.95472 -5.01043 -1.10784
C -1.20849 0.74575 3.96030
C -1.27661 2.02955 4.79496
C 2.01299 0.96633 2.16600
C 0.77237 -1.57955 -3.69461
C -0.88833 3.27683 -1.82841
C -3.17842 -1.79267 1.03546
C 3.68190 -2.29910 -1.75232
C -3.40162 3.24471 0.87765
C -2.29911 3.06131 -0.12551
C 3.48950 1.19235 1.99166
C 4.19934 -0.00503 1.36216
C 4.15059 1.57937 3.31095
C -0.72570 -1.76648 -3.46360
C -2.85088 -3.14513 1.67484
C -0.03206 0.79596 3.02739
C -4.63629 -1.73855 0.56865
C 2.48001 -2.57376 -0.88932
C -0.34912 2.56272 -4.13844
C -0.68332 5.01392 -3.62831
C -1.12868 -0.48637 4.86774
C 2.33994 -5.57179 -2.39181
C 1.37925 -3.92485 1.77297
C -4.76904 3.19868 0.18758
C -2.01464 3.85747 -1.21779
C -0.19076 3.67415 -3.09450
C 1.29795 0.91120 3.37608
B -1.33167 0.79465 0.76415
H -3.53493 -3.35465 2.50123
H -1.83052 -3.13946 2.06296
H 0.87364 3.77398 -2.87840
H -2.93628 -3.94988 0.94134
H -4.89540 2.25657 -0.34854
H 0.99728 -1.51700 -4.76188
H -5.57599 3.29463 0.91975
H -2.24507 4.59063 2.12166
H -2.66308 -3.09983 -1.57034
H -2.12438 0.67511 3.37378
H 0.83359 -5.25014 0.16199
H -0.12168 5.28002 -4.52419
H 4.13021 0.74124 4.01600
H -1.25744 -1.01825 -4.06326
H 3.98292 -4.70737 -1.29911
H 1.02449 -1.79203 0.13585
H -3.28095 5.40914 0.94902
H -3.04002 -1.02375 1.79458
H -0.87030 -3.29158 -4.98459
H -2.30304 0.76835 1.45282
H 0.05943 1.63001 -3.74592
H -1.14239 -1.40170 4.27276
H 3.65259 2.43919 3.76081
H 5.19021 1.85316 3.13098
H -0.20678 -0.47037 5.45160
H 4.13825 -0.88573 2.01241
H -4.85629 4.01561 -0.53089
H -1.31912 2.90290 4.14333
H 1.69778 0.97840 4.37487
H -1.40636 2.40873 -4.37860
H 2.32389 -4.81004 -3.17223
H 0.50560 -4.15517 2.38675
H 2.99288 -5.79901 -0.35095
H 1.31637 -2.42813 -3.27557
H 0.18489 2.82418 -5.05515
H 3.67883 -2.86765 -2.68331
H -3.35631 2.42943 1.59967
H 3.60360 2.03154 1.30215
H -0.69457 -3.92928 -3.34266
H 1.31187 -5.89489 -2.21708
H -4.84673 -0.77267 0.10742
H 4.59573 -2.52726 -1.19784
H -1.74733 4.96987 -3.88449
H -4.83468 -2.51950 -0.16830
H -2.25058 -3.26841 -3.87743
H -1.97532 -0.50788 5.55952
H 5.25274 0.23418 1.19625
H 3.68461 -1.23631 -1.98317
H 3.73532 -0.23651 0.40888
H 2.21412 -4.54157 2.11209
H 0.20662 -3.61964 -0.02285
H 1.64669 -2.87978 1.93057
H -5.31726 -1.87589 1.41259
H 1.13134 -0.67720 -3.19932
H 2.91652 -6.42812 -2.75029
H -2.16302 2.02785 5.43524
H -2.53757 4.74797 -1.52802
H -3.99626 4.67901 2.39915
H -0.52606 5.80592 -2.89501
H -0.39168 2.11925 5.42714
*
```

Properties
HOMO-LUMO gap (alpha / beta): 3.93 / 3.90 eV
HOMO (alpha / beta): -0.01673 / -0.01596 Eh
Relative energy (zero: lowest compared OMol25 entry of this formula, charge and spin): 84.73 kJ/mol
LUMO (alpha / beta): 3.470 / 3.470 eV

Here are the Mulliken charges for atoms 1 to 8, given in e: number 1, Sb, carries 0.22; number 2, Se, carries -0.34; number 3, Se, carries -0.83; number 4, Se, carries -0.39; number 5, Se, carries -0.83; number 6, Cu, carries 1.35; number 7, N, carries -0.10; number 8, N, carries 1.36



Below is a 10-piece molecular cluster, C33H60NO22S3 overall in a non-equilibrium geometry, with properties calculated with wB97M-V/def2-TZVPD.

ORCA input file:
```
! wB97M-V def2-TZVPD RIJCOSX def2/J DEFGRID3
* xyz -1 1
S 4.97651 -4.57573 -5.92932
S -8.07834 2.94985 -1.64610
S 2.21944 -7.76163 5.55803
O 8.75534 -1.61351 -0.95389
O -6.63248 3.76049 3.84210
O -4.57394 4.02207 4.65963
O 9.03537 0.49127 -1.34564
O -5.96169 1.14722 -8.70364
O -8.72475 3.53125 -2.91873
O -1.02535 -0.76116 -1.56740
O -8.84109 -3.50702 1.37691
O 1.18994 9.35065 3.46007
O -5.18764 2.04115 4.09704
O 2.83218 1.31199 6.79562
O 5.63184 -3.34651 -6.44615
O -6.71831 -3.03256 1.95452
O 10.23440 -0.44263 0.23220
O -7.22873 -3.76119 -0.01661
O -4.52340 -0.51798 -7.82471
O -4.32518 1.49790 -7.00504
O 0.71726 0.67073 6.28424
O -0.00828 7.80199 2.60231
O 3.24353 -8.24848 6.58055
O -0.31246 8.09561 4.74543
O 1.69755 2.58775 5.57728
N -0.06986 -0.28136 -0.62071
C -3.87783 1.83651 4.56063
C 2.94355 -8.00983 3.93380
C 0.88710 8.20045 1.55712
C 3.77976 2.23901 6.37984
C -4.97574 0.82809 -8.00348
C 1.62850 1.58166 0.14715
C 1.66235 1.46999 6.27924
C -0.06315 -2.34643 0.68010
C 2.08792 -5.89389 5.58748
C 1.61670 -2.09268 -1.22518
C 3.21765 -4.79890 -6.37881
C 0.17843 8.44920 3.70616
C -5.48168 -3.13967 1.31337
C -3.41630 0.74285 -6.27647
C 0.83601 -1.41378 -0.11722
C -8.78438 1.33912 -1.33534
C 0.54138 1.10158 -0.92443
C 2.88970 3.31848 5.80347
C -5.87612 -3.32090 -0.11428
C 1.75164 -0.81083 1.00176
C 5.65628 -5.93703 -7.09687
C 8.10820 0.03963 -2.40828
C -6.47912 2.40429 -2.29323
C 9.46622 -0.50506 -0.63002
C 1.31867 1.15888 -2.29601
C 7.72198 -1.28807 -1.84101
C -7.63738 -3.46980 1.12120
C -0.56452 2.16059 -0.97952
C 1.53212 9.48811 2.08057
C -3.38610 3.20139 4.80128
C 2.57467 0.43303 0.70613
C -3.28579 -0.46021 -7.11657
C -5.51007 3.32224 4.12868
H -5.77954 2.03370 -1.54400
H 2.46857 -1.53901 1.38106
H 2.58086 -2.40814 -0.82646
H 1.19415 2.18492 0.94434
H 0.91806 10.27849 1.64892
H -3.12323 -1.34621 -6.50285
H 2.75304 -5.72912 -6.05180
H 4.58576 1.90587 5.72602
H 5.23913 -5.62309 -8.05370
H -9.75625 1.52423 -0.87785
H 1.88777 -1.36877 -1.99367
H -4.93280 -2.19795 1.31257
H 3.93233 -7.55162 3.91226
H 6.81658 -1.20081 -1.24040
H -5.33306 -4.14449 -0.57784
H 3.24911 3.67530 4.83828
H -2.66574 3.55541 4.06382
H 7.68904 -2.06945 -2.60026
H -5.99663 3.20808 -2.84930
H 2.33146 -5.41587 4.63864
H -3.83927 0.33049 -5.36042
H -2.93378 3.30131 5.78795
H -0.76788 -1.73410 1.24267
H -2.49528 1.29743 -6.09680
H 2.55597 -5.46360 6.47285
H -5.97319 -2.40055 -0.69014
H 2.57332 9.65342 1.80369
H 1.30429 2.14042 -2.76978
H 8.65380 -0.08859 -3.34315
H 7.25864 0.71479 -2.51076
H 2.59705 -3.97759 -6.02047
H -8.24364 0.69724 -0.63987
H -4.93506 -3.93378 1.82199
H 3.14201 0.06632 -0.14930
H -6.63259 1.67651 -3.09002
H 2.36695 0.93738 -2.09563
H -1.33160 2.09288 -1.75095
H 1.04721 -5.68164 5.83236
H 0.82544 0.48921 -3.00055
H 2.34760 -7.44715 3.21524
H 2.24121 2.23458 -0.47445
H 5.36734 -6.95251 -6.82593
H 1.60842 7.38516 1.50132
H 0.43148 8.42564 0.59287
H -3.80735 1.27301 5.49100
H -0.20386 3.13504 -1.30885
H 0.37164 -3.10200 1.33445
H 0.86276 -2.66119 -1.76968
H -8.83597 0.79898 -2.28070
H -3.35371 1.35416 3.73556
H -2.47840 -0.26158 -7.82140
H -0.59235 -2.98555 -0.02671
H 2.88040 -9.06806 3.68027
H 1.18981 -0.56044 1.90162
H 6.71956 -5.80177 -6.89882
H 3.05718 4.21007 6.40772
H 3.10900 -4.88158 -7.46023
H 4.14179 2.75549 7.26882
H 3.36075 0.68827 1.41679
H -1.03064 2.33377 -0.00956
*
```

Properties
HOMO-LUMO gap: 3.88 eV
HOMO: -0.08786 Eh
Relative energy (zero: lowest compared OMol25 entry of this formula, charge and spin): 205.15 kJ/mol
LUMO: 1.489 eV

Here are the Mulliken charges for atoms 1 to 8, given in e: number 1, S, carries 0.50; number 2, S, carries 0.50; number 3, S, carries 0.48; number 4, O, carries -0.36; number 5, O, carries -0.63; number 6, O, carries -0.33; number 7, O, carries -0.36; number 8, O, carries -0.54



Number 1: electronic energy -60847.11802 eV. Number 2: electronic energy -1185747.23989 eV. Number 3: electronic energy -360362.00562 eV. Number 4: electronic energy -114225.54517 eV.